1.
Below is a cluster of 7 separate species, C20H32Cl4F2O3S3 in total at a distorted geometry, with properties calculated with ωB97M-V/def2-TZVPD.

The geometry in XYZ format:
```
64
Properties=species:S:1:pos:R:3:forces:R:3
F 4.63475 -1.31222 -1.40492 -0.347 -0.114 -0.117
C 4.86104 -0.32800 -0.51657 0.892 -1.064 1.235
C 4.64068 0.96568 -0.88952 -0.208 0.818 -0.500
C 4.94005 1.99577 -0.00169 0.232 -0.516 -0.013
C 5.57890 1.67477 1.19648 -0.409 1.288 -0.791
C 5.84392 0.41161 1.54425 -0.523 -3.472 -0.122
C 5.39328 -0.66411 0.72238 0.650 1.652 0.327
H 4.29753 1.08941 -1.91373 -0.161 0.421 0.233
H 4.73807 3.02619 -0.23276 -0.044 0.162 -0.208
H 5.92519 2.38349 1.88918 0.109 1.407 0.487
H 6.35711 0.17401 2.47957 -0.207 0.107 -0.308
H 5.56621 -1.65852 1.06363 0.006 -0.686 -0.227
F -6.37986 -4.24491 -1.22085 -0.355 -0.399 0.349
C -5.34302 -4.04070 -0.37822 0.927 0.515 -2.034
C -4.22721 -3.44827 -0.96585 0.499 0.010 2.729
C -3.19277 -3.09712 -0.07507 -0.316 -0.243 -2.183
C -3.23155 -3.46265 1.21949 0.330 -0.124 1.898
C -4.33586 -4.10705 1.73123 -0.954 0.051 1.700
C -5.41341 -4.39796 0.94521 -1.839 -0.484 -1.154
H -4.07696 -3.24360 -1.98351 -0.467 0.237 -1.242
H -2.35271 -2.54751 -0.44281 0.450 0.199 -0.227
H -2.41329 -3.22946 1.88879 0.005 0.154 -0.033
H -4.52968 -4.21648 2.80407 0.761 -0.298 -0.274
H -6.38535 -4.87086 1.20646 1.008 0.407 0.468
C -2.97633 2.50683 -0.28795 0.657 0.984 1.376
S -2.45446 4.12987 0.48931 -1.153 -0.580 -0.174
O -1.03801 3.99269 0.87080 1.022 0.103 -0.126
C -2.67244 5.22327 -0.93976 -0.720 -1.774 0.170
H -3.35080 2.64647 -1.27187 -0.164 -0.038 -0.848
H -3.74408 2.16430 0.38948 -0.292 -0.308 -0.003
H -2.11509 1.84718 -0.20576 0.050 -0.013 -0.168
H -3.64620 4.84920 -1.30162 0.360 0.552 -0.225
H -1.89815 5.11515 -1.67657 0.314 -0.131 -0.347
H -2.76388 6.20871 -0.57348 -0.011 1.121 0.310
C 0.18136 -1.01456 2.92371 0.209 0.078 -0.970
S 0.22769 -1.37589 1.15896 -1.810 1.505 -0.579
O -0.88276 -0.44400 0.59463 1.565 -1.445 0.570
C 1.75133 -0.51607 0.84625 0.070 -0.270 0.808
H 0.28379 0.06028 2.96507 -0.079 0.301 0.301
H 0.98311 -1.51710 3.43792 0.181 -0.254 0.282
H -0.79619 -1.32918 3.22087 -0.487 -0.176 0.519
H 1.63663 0.49292 1.23004 0.134 0.158 0.014
H 1.89915 -0.51622 -0.20210 0.187 0.065 -1.085
H 2.57499 -1.05504 1.32215 -0.060 0.156 0.016
C 0.82898 2.76933 -2.27812 0.399 0.151 -0.797
S -0.66938 2.27642 -3.19225 0.142 -0.755 1.032
O -0.38432 2.41125 -4.63145 0.153 0.125 -0.668
C -0.54625 0.44353 -2.82859 -1.079 1.798 -2.247
H 0.74222 3.84183 -2.07079 0.070 -0.339 0.236
H 1.74499 2.60236 -2.88429 -0.731 -0.001 0.009
H 0.91701 2.15089 -1.39953 -0.165 0.123 0.605
H 0.45855 0.26337 -3.16583 0.518 -0.681 0.420
H -1.24134 0.05799 -3.62198 0.503 0.029 1.012
H -0.86030 0.26330 -1.81974 0.204 -0.476 0.529
C 1.39586 4.52835 2.65058 0.788 -1.126 -1.917
Cl 3.20425 4.35464 2.51271 -0.420 0.053 -0.072
Cl 0.76189 3.26797 3.67916 -0.259 -0.156 0.201
H 1.26511 5.47606 3.09859 -0.467 0.827 0.296
H 0.97529 4.40879 1.60704 0.359 0.321 1.509
C -0.25932 -6.77357 -1.42701 0.265 0.129 1.419
Cl -0.53674 -5.83356 -2.86873 -0.175 0.041 -0.127
Cl 1.42298 -6.49783 -0.78296 -0.759 -0.148 -0.228
H -0.96624 -6.49695 -0.61252 0.574 0.023 -0.788
H -0.34793 -7.83448 -1.61959 0.066 -0.001 -0.258
```
Positions in Å, forces in eV/Å.

Output
- Highest occupied orbital energy: -8.78 eV
- E_LUMO: 0.0136 Ha
- Kohn-Sham gap: 9.15 eV

2.
Below is a structure of composition C36H43GaN6O3S, with properties calculated with ωB97M-V/def2-TZVPD.

The geometry in XYZ format:
```
90
Properties=species:S:1:pos:R:3:forces:R:3
Ga -0.28016 0.02633 0.16315 0.709 0.128 0.311
C 1.94742 -5.66789 3.19285 -0.017 -0.005 -0.046
C 1.74792 -4.82939 1.93947 -0.049 -0.066 -0.014
C 1.22012 -5.43349 -0.66006 0.001 0.092 -0.069
C 2.17529 -2.74187 -1.14485 -0.311 0.047 0.421
C 2.44064 -2.17049 -2.44386 0.283 0.253 0.259
N 1.80224 -2.39616 -3.53018 -0.192 -0.198 -0.355
C 0.67257 -3.32003 -3.75426 -0.086 0.076 -0.075
C -0.54500 -2.59237 -4.32056 0.020 0.087 0.036
C -1.09899 -1.55587 -3.34473 -0.030 -0.040 -0.144
N -2.41675 -1.09436 -3.78986 0.144 -0.196 0.065
C -2.94253 0.09246 -3.74176 -0.060 0.210 -0.003
C -2.48054 1.30871 -3.16175 -0.045 -0.011 -0.025
C -2.99802 2.48345 -3.75777 -0.070 -0.023 -0.053
C -2.63464 3.74399 -3.35372 -0.046 0.123 -0.064
C -3.13999 4.98883 -4.03582 0.062 -0.051 0.045
C -1.75380 3.81734 -2.27142 0.021 0.083 0.028
C -1.27476 2.70535 -1.59402 0.076 0.026 0.065
C -0.37229 2.93680 -0.47377 -0.044 0.076 -0.039
N 0.07030 2.04052 0.31393 -0.021 -0.060 0.045
C 1.06175 2.39022 1.34772 -0.115 -0.003 0.059
C 0.53584 2.17154 2.76525 -0.042 -0.056 -0.065
C -0.13878 0.79629 2.95377 0.071 -0.053 -0.064
N 0.30998 -0.17192 1.96464 -0.084 0.078 -0.012
C 1.06843 -1.21741 2.28221 -0.040 -0.091 0.039
C 1.63632 -2.13912 1.41710 -0.162 0.229 -0.178
C 1.76571 -3.47892 2.11354 0.076 -0.083 0.032
C 1.53443 -1.70569 -0.09849 0.262 -0.187 0.045
O 1.60068 -0.41454 -0.39920 -0.270 -0.048 -0.114
C -1.64558 1.40367 -2.01340 0.031 -0.033 0.047
O -1.31475 0.31969 -1.38127 -0.014 -0.148 -0.083
H 2.69974 -6.44343 3.02292 -0.018 0.040 -0.001
H 1.02198 -6.18122 3.47449 0.035 0.009 -0.022
H 2.27317 -5.06961 4.04156 -0.011 0.004 -0.018
H 0.35932 -5.81576 -1.19655 0.011 -0.010 0.055
H 3.22768 -1.42173 -2.51376 -0.025 -0.017 0.041
H 2.11986 -1.88911 -4.35131 -0.029 -0.036 -0.026
H 0.43676 -3.80483 -2.81385 0.050 0.000 0.081
H 1.00653 -4.08326 -4.45489 0.074 -0.003 -0.022
H -1.29246 -3.36374 -4.52439 0.004 -0.012 -0.004
H -0.30053 -2.12657 -5.27962 -0.027 -0.025 0.001
H -0.44498 -0.69231 -3.27731 0.008 0.041 0.018
H -1.19383 -1.96952 -2.34433 -0.044 -0.011 0.084
H -2.98931 -1.80140 -4.23372 0.009 -0.009 -0.025
H -3.88270 0.16083 -4.28284 0.011 0.016 0.008
H -3.69322 2.37728 -4.58546 0.031 -0.006 0.027
H -3.98098 4.76788 -4.69068 0.008 -0.010 0.015
H -2.35357 5.44150 -4.64224 -0.012 -0.006 0.007
H -3.46278 5.73346 -3.30820 -0.005 -0.027 -0.003
H -1.44467 4.79834 -1.91941 -0.007 -0.041 -0.021
H -0.04412 3.96801 -0.32965 -0.021 0.023 -0.015
H 1.38589 3.42435 1.22099 -0.025 0.021 -0.060
H 1.91588 1.73734 1.17370 0.031 -0.026 -0.041
H -0.17036 2.96000 3.03117 0.020 0.014 0.015
H 1.39344 2.27165 3.43134 0.001 -0.001 0.020
H -1.22237 0.90667 2.86398 -0.032 -0.010 0.006
H 0.05334 0.42029 3.95944 -0.013 -0.026 0.026
H 1.16799 -1.41403 3.35135 -0.010 -0.005 -0.024
H 1.88526 -3.25801 3.17190 0.024 0.047 -0.027
C -5.26461 -3.16039 -0.68602 0.072 -0.025 0.016
C -4.59874 -3.69572 0.57639 0.024 -0.011 -0.041
N -3.21715 -4.14920 0.35062 -0.020 -0.063 0.007
C -3.02856 -5.56850 -0.01184 -0.033 0.031 -0.061
C -2.80379 -5.78059 -1.50350 -0.010 0.036 -0.011
C -2.18355 -3.31539 0.40986 -0.011 0.146 -0.369
S -2.44619 -1.65245 0.74311 -0.009 -0.098 0.065
N -0.97192 -3.97318 0.15746 -0.029 -0.145 0.241
C 0.08177 -3.35592 -0.16200 -0.040 0.264 0.071
O 0.10570 -2.04743 -0.43173 -0.207 -0.128 -0.251
C 1.43139 -3.95908 -0.60547 -0.070 0.005 -0.060
C 2.96603 -3.62315 -0.28616 0.346 -0.164 -0.181
C 3.98243 -4.61149 -0.73156 -0.052 0.148 0.019
C 3.72632 -5.90138 -0.61230 -0.038 -0.140 0.012
C 2.34898 -6.34246 -0.30232 0.073 0.018 0.034
C 1.42580 -5.80168 0.80130 0.056 0.044 0.103
H -6.25340 -2.77059 -0.44281 0.030 -0.018 0.003
H -5.38850 -3.94420 -1.43406 0.006 0.015 -0.001
H -4.67085 -2.34578 -1.10433 -0.023 -0.007 -0.003
H -5.14913 -4.55107 0.96112 -0.011 -0.019 0.033
H -4.58390 -2.93293 1.34782 0.020 0.035 0.051
H -3.92779 -6.09198 0.30370 -0.008 0.000 0.032
H -2.19072 -5.96238 0.55425 0.039 -0.008 0.045
H -3.66000 -5.44154 -2.08822 0.021 -0.004 0.009
H -2.65940 -6.84259 -1.70577 -0.006 0.018 -0.004
H -1.91105 -5.24411 -1.83583 -0.067 -0.046 0.011
H 3.27775 -3.15538 0.63003 -0.050 0.003 0.047
H 4.96694 -4.22621 -0.97623 -0.040 -0.032 0.012
H 4.48569 -6.65386 -0.79076 -0.040 0.052 0.015
H 2.15639 -7.38421 -0.51936 -0.015 -0.007 0.000
H 0.77306 -6.58480 1.17343 -0.009 0.010 -0.030
```
Positions in Å, forces in eV/Å.

Output
- Highest occupied orbital energy: -11.43 eV
- E_LUMO: -0.2246 Ha
- Total charge: +2
- Kohn-Sham gap: 5.32 eV